Entry 1:
C53H137N22O9P6Ti | wB97M-V/def2-TZVPD

## Properties
2S+1: 4
Frontier orbital gap (spin up / spin down), eV: 4.2 / 5.2
Expectation value of S²: 3.783
Lowest unoccupied orbital energy (spin up / spin down), eV: -0.0162 / -1.4844
HOMO level (spin up / spin down), eV: -4.227 / -6.679
F_max, eV/A: 4.99
Total energy, hartree: -6881.0686

Each line ends with the Löwdin charge.
Atoms and positions in Å:
Ti  -17.842  12.191  20.577  0.9008
O  -16.755  12.327  17.842  -0.2103
C  -15.833  11.450  18.664  -0.2052
O  -18.918  13.143  19.374  -0.4086
O  -16.838  10.828  19.339  -0.3742
H  -16.033  12.957  17.406  0.0835
C  -21.706  14.413  17.777  -0.0839
C  -22.655  14.009  18.917  -0.2294
C  -22.410  12.744  19.760  -0.1622
C  -22.663  11.507  18.953  -0.1954
N  -22.902  10.671  18.211  0.1794
H  -22.046  15.357  17.368  0.0631
H  -21.616  13.637  17.071  0.0470
H  -20.756  14.743  18.144  0.0343
H  -23.689  14.010  18.501  0.1136
H  -22.739  14.923  19.520  0.0972
H  -23.023  12.606  20.655  0.1087
H  -21.387  12.809  20.030  0.0634
C  -10.970  19.137  17.927  -0.1176
C  -12.427  18.790  18.041  -0.2857
C  -13.097  18.373  16.754  -0.1798
C  -12.213  17.344  16.115  -0.2452
N  -11.448  16.626  15.621  0.1588
H  -10.582  19.559  18.860  0.0772
H  -10.711  19.905  17.184  0.0877
H  -10.436  18.266  17.728  0.0419
H  -13.005  19.633  18.447  0.1148
H  -12.464  17.946  18.766  0.1054
H  -13.143  19.234  16.052  0.1386
H  -14.055  17.868  16.970  0.0719
C  -11.693  11.922  15.569  -0.0997
C  -12.293  13.278  15.926  -0.2495
C  -13.032  13.102  17.236  -0.1927
C  -13.620  14.374  17.684  -0.1538
N  -13.957  15.470  17.912  0.2018
H  -12.457  11.139  15.459  0.0756
H  -10.921  11.606  16.280  0.0767
H  -11.221  11.976  14.564  0.0818
H  -12.975  13.593  15.197  0.0835
H  -11.520  14.023  16.019  0.0882
H  -12.320  12.811  17.975  0.1034
H  -13.793  12.328  17.226  0.0803
C  -15.234  15.157  13.242  -0.0811
C  -14.959  16.117  14.365  -0.2520
C  -16.056  17.139  14.578  -0.1785
C  -15.930  18.309  13.690  -0.2229
N  -15.948  19.156  12.926  0.1371
H  -15.853  15.588  12.464  0.0766
H  -15.843  14.380  13.487  0.0236
H  -14.339  14.687  12.810  0.0880
H  -14.056  16.671  14.203  0.0895
H  -14.784  15.600  15.265  0.0643
H  -16.079  17.420  15.630  0.0794
H  -17.044  16.764  14.305  0.1006
O  -16.506  11.160  22.433  -0.3390
P  -15.052  10.810  22.488  0.5245
N  -14.337  11.737  21.387  -0.2920
C  -13.238  11.281  20.569  -0.1258
C  -14.637  13.172  21.250  -0.0875
N  -14.757  9.235  22.085  -0.2933
C  -14.074  8.341  22.937  -0.1191
C  -15.137  8.650  20.809  -0.0725
N  -14.379  11.037  23.971  -0.3005
C  -15.034  10.592  25.185  -0.0700
C  -12.975  11.294  24.067  -0.1125
H  -12.276  11.838  20.726  0.0975
H  -13.512  11.198  19.471  0.0673
H  -13.021  10.254  20.878  0.0681
H  -13.997  13.678  21.956  0.0834
H  -15.627  13.361  21.667  0.0354
H  -14.549  13.596  20.266  0.0675
H  -13.518  7.581  22.377  0.0978
H  -13.349  8.838  23.527  0.0383
H  -14.766  7.864  23.679  0.0981
H  -15.908  7.839  21.033  0.0985
H  -15.572  9.251  20.043  0.0436
H  -14.208  8.288  20.402  0.0805
H  -15.101  11.435  25.912  0.1052
H  -15.904  10.073  24.929  0.0570
H  -14.413  9.861  25.556  0.0513
H  -12.668  12.038  24.785  0.0787
H  -12.747  11.579  23.036  0.0624
H  -12.298  10.377  24.342  0.1135
O  -16.316  18.588  17.962  -0.3134
P  -17.166  17.916  19.004  0.5528
N  -17.758  19.119  20.031  -0.2956
C  -17.387  20.545  19.917  -0.1040
C  -18.395  18.721  21.315  -0.1144
N  -16.277  16.822  19.900  -0.2621
C  -16.834  15.755  20.669  -0.1294
C  -14.890  17.221  20.179  -0.1091
N  -18.449  16.974  18.430  -0.2467
C  -19.809  17.443  18.420  -0.1123
C  -17.941  15.873  17.460  -0.0364
H  -18.188  21.121  19.429  0.0794
H  -16.413  20.806  19.496  0.0739
H  -17.359  20.943  20.946  0.0744
H  -17.705  18.764  22.199  0.0877
H  -18.821  17.748  21.288  0.0317
H  -19.271  19.412  21.438  0.0958
H  -16.079  15.169  21.215  0.0561
H  -17.523  16.068  21.472  0.0457
H  -17.375  14.992  20.078  0.0571
H  -14.737  17.173  21.251  0.0732
H  -14.165  16.579  19.665  0.0262
H  -14.710  18.219  19.823  0.0537
H  -20.197  17.449  17.404  0.0545
H  -20.451  16.770  18.974  0.0575
H  -19.909  18.449  18.758  0.0696
H  -18.007  14.852  17.935  0.0565
H  -16.908  16.067  17.231  0.0363
H  -18.558  15.956  16.570  0.0642
O  -18.266  13.448  22.320  -0.3328
P  -18.717  14.139  23.563  0.6073
N  -19.994  15.225  23.159  -0.2805
C  -20.822  15.066  21.974  -0.1086
C  -20.602  16.113  24.165  -0.1213
N  -17.650  15.105  24.406  -0.2888
C  -16.527  14.492  25.131  -0.0876
C  -17.203  16.417  24.097  -0.1364
N  -19.182  13.032  24.678  -0.2792
C  -20.154  13.314  25.743  -0.0937
C  -19.087  11.569  24.357  -0.0840
H  -20.311  14.488  21.205  0.0594
H  -21.014  16.041  21.474  0.0862
H  -21.796  14.587  22.173  0.0873
H  -21.576  15.765  24.432  0.0658
H  -20.697  17.096  23.659  0.0862
H  -19.938  16.225  25.075  0.0883
H  -16.227  15.214  25.852  0.0667
H  -16.770  13.555  25.628  0.0763
H  -15.685  14.273  24.476  0.0842
H  -18.045  16.936  23.612  0.0594
H  -16.897  16.880  25.060  0.1024
H  -16.387  16.404  23.340  0.0875
H  -21.176  13.101  25.440  0.0842
H  -19.907  12.656  26.566  0.0746
H  -20.137  14.354  26.086  0.0672
H  -18.137  11.383  23.856  0.0376
H  -19.926  11.175  23.782  0.0690
H  -19.156  11.061  25.354  0.0932
O  -22.607  16.359  11.474  -0.2718
P  -22.046  15.994  12.764  0.4700
N  -21.861  17.396  13.619  -0.3038
C  -22.059  18.737  13.069  -0.0909
C  -21.366  17.411  14.973  -0.1516
N  -20.574  15.290  12.582  -0.2863
C  -19.799  15.619  11.444  -0.1169
C  -19.801  14.702  13.691  -0.0851
N  -22.887  14.977  13.812  -0.2936
C  -24.169  15.343  14.400  -0.0997
C  -23.040  13.618  13.254  -0.1185
H  -22.474  19.390  13.811  0.0687
H  -22.745  18.686  12.197  0.0853
H  -21.110  19.131  12.715  0.0807
H  -21.075  16.400  15.372  0.0596
H  -22.096  17.812  15.668  0.0729
H  -20.442  18.037  15.006  0.0957
H  -19.220  14.754  11.164  0.0728
H  -20.435  15.817  10.568  0.0877
H  -19.117  16.450  11.687  0.0920
H  -19.318  13.837  13.455  0.0410
H  -19.132  15.400  14.088  0.0484
H  -20.484  14.464  14.516  0.0612
H  -24.040  16.277  14.904  0.0646
H  -24.939  15.414  13.701  0.0628
H  -24.378  14.546  15.163  0.1001
H  -22.164  13.147  12.830  0.0520
H  -23.917  13.644  12.540  0.1024
H  -23.416  12.961  14.075  0.0813
O  -19.182  7.981  14.295  -0.2756
P  -18.938  9.429  14.210  0.4597
N  -19.994  10.263  15.133  -0.2909
C  -21.380  9.807  15.143  -0.1111
C  -19.869  11.642  15.543  -0.0967
N  -18.974  10.258  12.749  -0.2807
C  -18.313  9.496  11.716  -0.1282
C  -20.100  10.895  12.141  -0.1149
N  -17.447  9.662  14.799  -0.2840
C  -16.659  8.516  15.197  -0.1083
C  -16.613  10.848  14.656  -0.1062
H  -22.042  10.564  14.677  0.0736
H  -21.797  9.709  16.223  0.0702
H  -21.447  8.825  14.731  0.0584
H  -20.264  11.793  16.550  0.0710
H  -20.371  12.432  14.929  0.0605
H  -18.824  11.863  15.602  0.0620
H  -19.096  8.939  11.274  0.0624
H  -17.937  10.137  10.858  0.1086
H  -17.588  8.779  12.055  0.0742
H  -20.720  10.269  11.573  0.0723
H  -20.660  11.449  12.899  0.0540
H  -19.731  11.665  11.457  0.0911
H  -16.224  8.137  14.292  0.0732
H  -15.875  8.752  15.891  0.0738
H  -17.308  7.765  15.640  0.0731
H  -16.227  11.200  15.621  0.0680
H  -17.113  11.645  14.141  0.0540
H  -15.867  10.624  13.897  0.0807
O  -19.346  11.073  21.316  -0.3631
P  -19.630  9.589  21.140  0.6031
N  -18.990  8.969  19.763  -0.2643
C  -19.237  9.628  18.444  -0.0723
C  -18.335  7.652  19.701  -0.0908
N  -21.266  9.417  20.787  -0.2650
C  -22.186  10.088  21.734  -0.0876
C  -21.861  8.327  19.997  -0.0970
N  -19.208  8.548  22.342  -0.2488
C  -20.199  7.538  22.834  -0.0773
C  -18.162  8.724  23.350  -0.1102
H  -20.173  9.318  17.992  0.0556
H  -18.469  9.410  17.672  0.0978
H  -19.315  10.680  18.638  0.0421
H  -17.495  7.693  19.045  0.0665
H  -19.030  6.881  19.265  0.0977
H  -17.954  7.282  20.627  0.0457
H  -21.778  11.073  21.906  0.0579
H  -23.125  10.160  21.196  0.0822
H  -22.252  9.595  22.653  0.0519
H  -22.760  8.660  19.466  0.0658
H  -21.231  7.960  19.206  0.0677
H  -22.117  7.529  20.635  0.0491
H  -19.739  6.548  23.071  0.1017
H  -20.779  7.951  23.705  0.0940
H  -20.981  7.336  22.108  0.0431
H  -17.520  7.908  23.379  0.0595
H  -18.530  8.905  24.357  0.0816
H  -17.509  9.550  23.116  0.0294

Entry 2:
C53H33N5O4Pt | wB97M-V/def2-TZVPD

## Properties
Frontier orbital gap, eV: 5.8
Lowest unoccupied orbital energy, eV: -1.4593
HOMO level, eV: -7.279
ΔE to the lowest compared entry with this formula, charge and spin, kJ/mol: 0.0
F_max, eV/A: 0.84
Total energy, hartree: -2733.6183

Each line ends with the Löwdin charge.
Atoms and positions in Å:
Pt  -0.786  -0.255  0.428  1.5913
C  -2.162  6.161  4.451  -0.0859
C  -1.513  6.343  3.239  -0.0765
C  -1.191  5.251  2.448  -0.0405
C  -1.505  3.957  2.859  -0.2001
C  -2.158  3.787  4.083  -0.0303
C  -2.488  4.878  4.868  -0.0730
C  -1.180  2.758  2.049  -0.0479
C  -1.720  2.636  0.771  -0.2053
C  -2.525  3.624  0.122  0.0224
C  -2.832  3.149  -1.110  0.0305
C  -2.262  1.842  -1.210  -0.2094
C  -2.476  0.983  -2.283  -0.0612
C  -3.207  1.519  -3.467  -0.2283
C  -2.527  2.198  -4.471  -0.0217
C  -3.211  2.672  -5.582  -0.0760
C  -4.580  2.479  -5.693  -0.0884
C  -5.265  1.813  -4.687  -0.0757
C  -4.583  1.332  -3.580  -0.0310
C  -2.144  -0.368  -2.290  -0.2076
N  -1.482  -1.048  -1.311  -0.0322
C  -1.391  -2.353  -1.703  -0.2055
C  -0.765  -3.380  -1.004  -0.0508
C  -0.826  -4.758  -1.553  -0.2080
C  -0.239  -5.098  -2.770  -0.0377
C  -0.305  -6.399  -3.244  -0.0757
C  -0.966  -7.376  -2.515  -0.0863
C  -1.559  -7.046  -1.305  -0.0739
C  -1.485  -5.749  -0.823  -0.0302
C  -0.065  -3.205  0.194  -0.2055
C  0.753  -4.205  0.806  0.0238
C  1.318  -3.646  1.904  0.0287
C  0.839  -2.300  1.993  -0.2027
N  0.024  -2.056  0.925  -0.0183
C  1.194  -1.390  2.988  -0.0546
C  0.756  -0.069  3.035  -0.2194
C  1.054  0.837  4.099  0.0310
C  0.375  1.983  3.853  0.0256
C  -0.355  1.789  2.635  -0.2050
N  -0.086  0.546  2.154  -0.0271
C  2.105  -1.856  4.060  -0.2029
C  1.709  -2.873  4.931  -0.0356
C  2.567  -3.324  5.921  -0.0771
C  3.835  -2.773  6.049  -0.0876
C  4.233  -1.755  5.194  -0.0719
C  3.372  -1.294  4.210  -0.0260
C  -2.046  -2.504  -2.969  0.0239
C  -2.488  -1.278  -3.340  0.0285
N  -1.571  1.564  -0.067  -0.0245
H  -2.410  7.013  5.072  0.1019
H  -1.247  7.339  2.910  0.1039
H  -0.656  5.397  1.517  0.1228
H  -2.420  2.786  4.402  0.1265
H  -3.004  4.726  5.808  0.1050
H  -2.832  4.557  0.561  0.1140
H  -3.429  3.620  -1.874  0.1216
H  -1.457  2.347  -4.386  0.1243
H  -2.673  3.194  -6.363  0.1035
H  -5.110  2.847  -6.562  0.1016
H  -6.335  1.665  -4.765  0.1041
H  -5.110  0.807  -2.791  0.1274
H  0.291  -4.339  -3.333  0.1236
H  0.168  -6.651  -4.185  0.1041
H  -1.027  -8.389  -2.892  0.1019
H  -2.084  -7.801  -0.733  0.1047
H  -1.951  -5.484  0.118  0.1265
H  0.898  -5.203  0.428  0.1199
H  2.015  -4.100  2.587  0.1183
H  1.682  0.614  4.944  0.1191
H  0.384  2.891  4.430  0.1198
H  0.715  -3.290  4.835  0.1244
H  2.248  -4.108  6.595  0.1034
H  4.506  -3.131  6.819  0.1011
H  5.221  -1.326  5.290  0.1044
H  3.683  -0.515  3.525  0.1268
H  -2.155  -3.430  -3.507  0.1153
H  -3.022  -1.014  -4.238  0.1203
O  2.538  0.232  0.726  0.0510
C  2.113  0.239  -0.423  -0.5674
O  0.882  0.152  -0.808  -0.1670
C  3.089  0.335  -1.573  -0.1295
C  2.710  -0.020  -2.859  -0.0221
C  3.602  0.079  -3.929  0.0135
C  4.860  0.550  -3.648  -0.2117
O  5.908  0.750  -4.506  0.0295
C  6.971  1.281  -3.723  -0.1428
O  6.536  1.354  -2.373  0.0308
C  5.237  0.910  -2.360  -0.1968
C  4.378  0.807  -1.300  0.0735
H  1.703  -0.378  -3.026  0.1096
H  3.316  -0.191  -4.937  0.1171
H  7.227  2.282  -4.084  0.1350
H  7.845  0.628  -3.795  0.1349
H  4.655  1.074  -0.290  0.1303
N  -3.405  -0.990  1.938  0.0321
C  -2.440  -0.711  1.374  -0.3986